# 1
ORCA calculation (wB97M-V/def2-TZVPD) on a molecular structure, C17H15F3N2O3Ru at a distorted geometry.

Its charge is +2. Its HOMO energy (alpha / beta) is -15.632 / -15.630 eV. As for the HOMO-LUMO gap (alpha / beta): 5.14 / 5.13 eV.

Cartesian coordinates (Å):
Ru  -0.3202  0.2338  -0.8756
C  -0.0540  -2.7288  3.7689
C  -0.1023  -3.0061  2.3921
C  -0.1315  -1.9787  1.4909
C  -0.1216  -0.6354  1.9584
C  -0.0650  -0.3642  3.3577
C  -0.0326  -1.4090  4.2398
N  -0.1662  0.3897  1.0509
N  -0.0926  1.6085  1.5773
C  -0.0752  2.5435  0.6751
C  0.0146  3.9235  1.0528
C  -0.0225  4.8415  0.0663
C  -0.1594  4.4356  -1.3055
C  -0.2652  3.1174  -1.6888
C  -0.1703  2.1324  -0.7130
H  -0.0313  -3.5483  4.4757
H  -0.1201  -4.0309  2.0489
H  -0.1832  -2.1927  0.4339
H  -0.0571  0.6567  3.7051
H  0.0052  -1.2157  5.3024
H  0.0902  4.1903  2.0974
H  0.0321  5.8971  0.2952
H  -0.1831  5.2071  -2.0656
H  -0.3948  2.8672  -2.7347
C  3.7904  -0.9248  -1.6992
C  2.3116  -0.9476  -1.6855
C  1.5994  -2.0202  -2.4262
O  1.7134  -0.0425  -1.0682
H  4.1865  -1.9303  -1.5501
H  4.1845  -0.2308  -0.9631
H  4.1137  -0.6162  -2.6992
H  1.9984  -2.0806  -3.4406
H  0.5173  -1.8913  -2.4593
H  1.8254  -2.9820  -1.9583
F  -4.6165  -0.3625  -2.4165
C  -3.9912  -1.2339  -1.6440
F  -4.0213  -2.4356  -2.1950
F  -4.5829  -1.2765  -0.4474
C  -2.5297  -0.7957  -1.4066
O  -1.6325  -1.6195  -1.1536
O  -2.2604  0.4553  -1.3930

# 2
ORCA calculation (wB97M-V/def2-TZVPD) on a molecular structure, C45H72As2Cl2N2O2Ti at a distorted geometry.

Its charge is 0. Its HOMO energy (alpha / beta) is -7.262 / -7.493 eV. The calculation puts the energy relative to the best compared isomer or geometry (same formula, charge and spin) at 161.2 kJ/mol. The multiplicity is 3. As for the HOMO-LUMO gap (alpha / beta): 7.71 / 7.70 eV.

Cartesian coordinates (Å):
Ti  -0.5937  -0.5988  0.1788
C  -2.4787  -3.3281  2.0873
N  -1.1077  -2.8393  2.1787
C  -0.2103  -3.9858  2.1008
C  -0.9378  -2.1025  3.4403
C  -0.8258  -0.5860  3.2365
N  0.1172  -0.2031  2.1815
C  0.2942  1.2562  2.2021
C  -0.8602  2.0982  1.7397
C  -1.5001  2.9418  2.6286
C  -2.3493  3.9464  2.1897
C  -2.4150  4.1364  0.8168
C  -1.7696  3.3335  -0.1130
C  -1.0836  2.1794  0.3452
O  -0.5990  1.2249  -0.4400
C  -1.7466  3.7381  -1.5831
C  -0.2997  3.6509  -2.0967
C  -2.1965  5.1846  -1.8269
C  -2.6833  2.8090  -2.3580
C  -3.0221  4.8892  3.1768
C  -3.7687  4.1005  4.2596
C  -4.0336  5.8214  2.4998
C  -1.9250  5.7500  3.8229
C  1.4383  -0.7710  2.4768
C  2.4729  -0.5037  1.4218
C  3.7025  0.0151  1.7842
C  4.7386  0.0873  0.8702
C  4.5002  -0.4328  -0.3972
C  3.2876  -0.9687  -0.8004
C  2.2023  -0.9579  0.1149
O  0.9853  -1.4089  -0.1491
C  3.1670  -1.6809  -2.1395
C  4.4062  -1.5438  -3.0307
C  2.9875  -3.1731  -1.8324
C  1.9625  -1.1590  -2.9243
C  6.1214  0.6092  1.2200
C  7.1208  -0.5451  1.0659
C  6.4962  1.7637  0.2817
C  6.2056  1.1185  2.6612
H  -2.7035  -4.0427  2.8948
H  -2.6222  -3.8254  1.1338
H  -3.1683  -2.4910  2.1479
H  -0.3644  -4.6913  2.9319
H  0.8318  -3.6719  2.1028
H  -0.3868  -4.5084  1.1574
H  -0.0487  -2.4604  3.9702
H  -1.7940  -2.2833  4.1053
H  -0.5114  -0.1458  4.1986
H  -1.8010  -0.1697  2.9726
H  1.1447  1.4675  1.5329
H  0.5788  1.5729  3.2218
H  -1.2955  2.8263  3.6831
H  -2.9947  4.9638  0.4547
H  0.3046  4.4115  -1.6032
H  -0.2651  3.8323  -3.1705
H  0.1445  2.6816  -1.8822
H  -1.6055  5.8810  -1.2361
H  -3.2510  5.3274  -1.6041
H  -2.0463  5.4230  -2.8788
H  -2.4327  1.7750  -2.1318
H  -2.6045  2.9833  -3.4294
H  -3.7130  2.9905  -2.0544
H  -4.5788  3.5285  3.8135
H  -4.1951  4.7805  4.9954
H  -3.1097  3.4116  4.7787
H  -4.7702  5.2497  1.9382
H  -3.5379  6.5211  1.8301
H  -4.5598  6.4004  3.2572
H  -1.2070  5.1275  4.3507
H  -2.3578  6.4549  4.5306
H  -1.3912  6.3100  3.0565
H  1.3336  -1.8529  2.5406
H  1.7917  -0.3898  3.4508
H  3.8388  0.3279  2.8085
H  5.3207  -0.4323  -1.0939
H  5.2756  -2.0116  -2.5752
H  4.6315  -0.5026  -3.2462
H  4.2160  -2.0500  -3.9748
H  3.8989  -3.5731  -1.3914
H  2.7709  -3.7204  -2.7499
H  2.1674  -3.3199  -1.1287
H  2.1059  -0.1095  -3.1749
H  1.0586  -1.2591  -2.3217
H  1.8404  -1.7284  -3.8463
H  7.1608  -0.8966  0.0393
H  6.8214  -1.3785  1.6986
H  8.1172  -0.2236  1.3600
H  6.4972  1.4452  -0.7568
H  7.4881  2.1389  0.5255
H  5.7843  2.5802  0.3864
H  5.9754  0.3235  3.3671
H  5.5233  1.9508  2.8206
H  7.2168  1.4644  2.8663
C  -2.3124  -4.6408  -1.2213
As  -0.4838  -3.9083  -1.4475
C  0.4090  -5.6961  -1.5867
C  -0.8931  -3.6164  -3.3399
C  -0.7814  -4.5919  -4.3237
C  -1.3345  -4.4060  -5.5769
C  -2.0327  -3.2421  -5.8485
C  -2.1465  -2.2661  -4.8767
C  -1.5703  -2.4320  -3.6214
As  -1.6176  -0.9474  -2.3041
C  -3.5718  -0.6777  -2.4439
C  -0.9496  0.3161  -3.6797
H  -2.3621  -5.3418  -0.3881
H  -2.6189  -5.1591  -2.1279
H  -3.0023  -3.8137  -1.0431
H  1.2588  -5.6416  -2.2672
H  -0.2794  -6.4699  -1.9237
H  0.7944  -5.9762  -0.6043
H  -0.2633  -5.5157  -4.1097
H  -1.2358  -5.1703  -6.3333
H  -2.4863  -3.0968  -6.8177
H  -2.7064  -1.3637  -5.0988
H  -3.8657  -0.3061  -3.4265
H  -3.9179  0.0122  -1.6744
H  -4.0556  -1.6431  -2.2730
H  -0.3993  1.1182  -3.1967
H  -1.7660  0.7406  -4.2667
H  -0.2817  -0.2325  -4.3455
Cl  -4.0905  0.5892  4.2026
C  -4.9381  -0.5490  3.3107
Cl  -2.8083  -0.4485  0.7080
H  -5.0281  -0.3656  2.2585
H  -4.9853  -1.5370  3.7249

# 3
ORCA calculation (wB97M-V/def2-TZVPD) on a molecular structure, C11H10O2 at a distorted geometry.

Its charge is 0. Its HOMO energy is -8.101 eV. The calculation puts the energy relative to the best compared isomer or geometry (same formula, charge and spin) at 255.3 kJ/mol. As for the HOMO-LUMO gap: 8.11 eV.

Cartesian coordinates (Å):
C  3.2261  0.8255  -0.5727
C  3.1886  -0.0899  0.4580
C  2.0435  1.3982  -1.1304
C  2.0422  -0.2631  1.1522
C  0.9115  1.0808  -0.3995
C  0.8496  0.2603  0.7054
C  -0.3198  1.5163  -1.0208
C  -3.0201  -1.4921  -0.7239
C  -1.8258  -0.9052  -0.6961
C  -0.5368  -0.0484  1.1915
C  -1.4746  0.3078  0.1059
O  -0.6921  2.3197  -1.8357
O  -2.5762  1.0679  0.5687
H  4.2248  1.0097  -0.9580
H  4.0815  -0.3802  0.8409
H  1.9173  1.9966  -2.0142
H  1.9147  -0.8347  2.0010
H  -3.3129  -2.3869  -1.3741
H  -3.9104  -0.9024  -0.5159
H  -1.0549  -1.4321  -1.1142
H  -0.6663  -1.1017  1.4673
H  -0.8204  0.3679  2.1680
H  -2.9624  1.5184  -0.2914

# 4
ORCA calculation (wB97M-V/def2-TZVPD) on a molecular structure, C8H22LiNO4 at a distorted geometry.

Its charge is 0. Its HOMO energy is -6.220 eV. The calculation puts the energy relative to the best compared isomer or geometry (same formula, charge and spin) at 89.1 kJ/mol. As for the HOMO-LUMO gap: 6.26 eV.

Cartesian coordinates (Å):
Li  0.3382  0.5932  0.4576
C  0.6125  2.7923  -0.6267
O  1.4245  1.6868  -0.8446
H  0.7401  2.6640  0.5708
H  -0.4164  2.5118  -1.0781
H  1.2401  3.7202  -1.1286
C  2.6968  0.5486  2.0894
O  1.6220  -0.2429  1.8790
H  3.6029  -0.0475  2.0243
H  2.5817  0.9903  3.0314
H  2.6218  1.5247  1.4584
H  1.8528  -1.1971  2.0131
C  -1.0200  1.6068  3.2634
O  -1.1132  1.2747  1.8830
C  -2.2763  0.6670  1.4101
C  -2.1817  0.3469  -0.0578
N  -1.1304  -0.5548  -0.2008
C  -0.8797  -0.9749  -1.6613
C  0.3194  -1.9965  -1.9571
O  0.1359  -2.3306  -3.2722
C  1.1619  -3.2408  -3.7437
H  -1.2660  0.6168  3.7110
H  -1.8095  2.2484  3.8097
H  -0.0363  2.0714  3.3698
H  -3.1355  1.3393  1.5509
H  -2.5671  -0.1021  1.8313
H  -1.9718  1.3226  -0.5572
H  -3.0358  -0.0640  -0.7129
H  -1.4511  -1.4362  0.4134
H  -0.5761  -0.0371  -2.1537
H  -1.9126  -1.3617  -2.0604
H  0.0958  -2.9469  -1.1848
H  1.2831  -1.5891  -1.7769
H  2.2644  -2.9638  -3.7615
H  0.8594  -3.3982  -4.8663
H  1.3261  -4.0416  -3.1219

- Look up the charge of the third one.
  0